Entry from the Open Molecules 2025 dataset: 12 unconnected molecules or ions with the total composition C29H58F6NO14S in a non-equilibrium geometry (wB97M-V/def2-TZVPD).

Each line ends with the Löwdin charge.
Positions of all 109 atoms, in Å:
C: 4.193 0.815 2.143  -0.10
C: 3.386 2.127 1.564  -0.13
C: 4.081 3.469 0.910  0.00
C: 3.119 4.675 0.338  -0.04
C: 1.470 4.660 0.407  -0.05
C: 0.764 3.330 1.057  -0.03
C: 1.739 2.092 1.618  -0.13
C: 0.895 0.776 2.210  -0.11
C: -0.232 0.440 1.020  -0.06
C: 0.396 0.270 -0.503  0.08
C: -0.644 -0.012 -1.749  0.04
C: -2.265 -0.082 -1.342  -0.39
S: -3.458 -0.353 -2.765  0.74
C: -2.712 0.091 0.255  -0.03
C: -4.289 0.020 0.697  -0.09
O: -4.982 -1.072 0.275  0.05
C: -5.061 1.169 1.636  -0.10
F: -6.193 0.416 2.293  0.02
F: -4.207 1.655 2.753  0.02
C: -5.767 2.356 0.750  -0.08
F: -5.772 2.003 -0.714  0.03
F: -7.188 2.483 1.238  0.04
C: -5.088 3.840 0.910  -0.10
F: -5.162 4.399 2.300  0.05
F: -5.925 4.779 0.072  0.03
C: -3.560 3.957 0.316  -0.15
O: -2.764 4.906 0.866  0.04
O: -2.989 3.138 -0.776  0.00
N: -1.698 0.355 1.382  0.12
H: 4.056 0.686 3.319  0.11
H: 5.311 0.747 1.801  0.09
H: 3.646 -0.136 1.671  0.08
H: 5.259 3.541 0.851  0.11
H: 3.620 5.621 -0.148  0.08
H: 0.763 5.507 -0.009  0.09
H: -0.425 3.257 1.105  0.08
H: 1.586 -0.139 2.450  0.12
H: 0.249 1.102 3.148  0.13
H: 1.546 0.364 -0.728  0.14
H: -0.252 -0.131 -2.852  0.09
H: -2.946 0.247 -3.960  -0.07
H: -2.525 3.815 -1.373  0.16
H: -1.958 0.484 2.388  0.16
C: 7.318 -1.199 3.277  -0.17
O: 6.782 -0.038 3.884  -0.15
H: 6.622 -1.556 2.514  0.06
H: 8.276 -0.958 2.810  0.08
H: 7.455 -1.976 4.033  0.08
H: 7.421 0.255 4.556  0.09
C: 5.202 8.516 -1.114  -0.17
O: 5.629 7.254 -1.593  -0.14
H: 5.718 8.732 -0.175  0.08
H: 5.447 9.287 -1.847  0.08
H: 4.124 8.494 -0.938  0.07
H: 5.155 7.089 -2.426  0.08
C: 4.642 -4.201 3.787  -0.16
O: 5.469 -3.670 2.768  -0.15
H: 3.942 -3.429 4.115  0.08
H: 4.083 -5.055 3.396  0.07
H: 5.259 -4.513 4.633  0.07
H: 6.079 -4.377 2.498  0.08
C: -10.079 1.725 -1.220  -0.14
O: -9.244 2.869 -1.201  -0.14
H: -10.909 1.902 -1.907  0.07
H: -9.505 0.860 -1.560  0.08
H: -10.472 1.543 -0.217  0.08
H: -8.518 2.682 -0.582  0.05
C: 1.411 0.647 -5.731  -0.14
O: 0.861 -0.028 -4.614  -0.16
H: 2.146 1.374 -5.380  0.09
H: 1.901 -0.075 -6.389  0.09
H: 0.616 1.167 -6.271  0.08
H: 0.213 -0.667 -4.956  0.09
C: 5.700 -8.099 4.222  -0.17
O: 6.534 -6.956 4.241  -0.14
H: 4.870 -7.922 3.534  0.07
H: 6.274 -8.965 3.881  0.06
H: 5.307 -8.282 5.225  0.08
H: 7.261 -7.143 4.859  0.09
C: 4.793 -5.931 0.127  -0.17
O: 6.176 -5.692 -0.063  -0.13
H: 4.669 -6.785 0.797  0.07
H: 4.328 -5.049 0.575  0.07
H: 4.326 -6.154 -0.835  0.08
H: 6.255 -4.929 -0.661  0.09
C: -12.076 3.687 -4.015  -0.17
O: -10.718 3.989 -4.275  -0.13
H: -12.706 4.286 -4.677  0.08
H: -12.258 2.627 -4.204  0.08
H: -12.312 3.929 -2.976  0.08
H: -10.184 3.443 -3.672  0.05
C: -1.153 -3.966 -1.021  -0.16
O: 0.089 -3.354 -1.319  -0.13
H: -1.124 -5.006 -1.352  0.09
H: -1.326 -3.933 0.057  0.08
H: -1.954 -3.440 -1.546  0.07
H: 0.034 -2.432 -1.015  0.03
C: -6.739 4.024 -3.141  -0.17
O: -6.806 3.449 -4.433  -0.12
H: -5.699 4.024 -2.806  0.06
H: -7.108 5.052 -3.179  0.09
H: -7.343 3.434 -2.446  0.05
H: -7.740 3.462 -4.703  0.08
C: 6.814 -9.037 0.467  -0.15
O: 6.264 -9.712 1.584  -0.14
H: 7.549 -8.310 0.818  0.09
H: 7.304 -9.759 -0.191  0.08
H: 6.019 -8.517 -0.073  0.06
H: 5.616 -10.351 1.241  0.09

Calculated values
frontier orbital gap = 0.2026 Ha
E_HOMO = -11.0 eV
multiplicity = 1
E_LUMO = -0.201 hartree
net charge = +1